(1)
The following is a quantum chemistry calculation of 3 unconnected molecules or ions with the total composition C3H11NO3 in a non-equilibrium geometry, from OMol25.

Computed properties:
E_HOMO (alpha / beta): -15.01 / -15.01 eV
Multiplicity: 2
Charge: +1
LUMO level (alpha / beta): -4.270 / -9.372 eV
Gap between HOMO and LUMO (alpha / beta): 10.7 / 5.6 eV

Atoms and positions in Å:
N1 -0.911 -0.116 -0.029
H1 -0.934 -2.154 0.207
O1 0.324 0.658 2.775
H2 -0.409 -0.029 0.937
C1 -0.719 -1.433 -0.580
H3 0.103 -1.706 -1.220
H4 0.189 1.365 2.145
H5 -1.476 1.614 -2.209
O2 2.056 -1.039 1.385
H6 0.816 0.847 3.573
C2 -0.611 0.979 -2.264
H7 0.321 1.465 -2.707
C3 -0.199 0.864 -0.835
O3 0.692 1.484 -0.334
H8 1.810 -0.115 1.226
H9 -1.693 -1.521 -1.223
H10 -0.820 0.143 -2.934
H11 1.461 -1.306 2.086

(2)
The following is a quantum chemistry calculation of 4 unconnected molecules or ions with the total composition C3H11NO4 in a non-equilibrium geometry, from OMol25.

Computed properties:
E_HOMO: -8.56 eV
Multiplicity: 1
LUMO level: -4.635 eV
Gap between HOMO and LUMO: 3.9 eV

Atoms and positions in Å:
H1 1.405 -2.675 0.225
H2 -2.420 0.447 2.231
H3 -3.206 1.298 1.016
O1 0.473 0.852 -1.240
H4 2.632 -0.184 0.753
O2 2.570 -1.185 0.790
C1 1.624 -1.647 -0.090
C2 -2.142 0.166 -0.962
C3 -1.904 -0.122 0.409
H5 0.627 -1.189 0.097
H6 2.216 2.050 1.009
O3 2.339 1.391 0.321
N1 -2.335 0.880 1.320
H7 0.721 0.879 -2.159
H8 -2.865 0.955 -1.097
H9 1.280 1.162 -0.642
H10 -1.562 -0.336 -1.719
H11 1.950 -1.600 -1.140
O4 -1.403 -1.141 0.878

(3)
The following is a quantum chemistry calculation of a molecular structure, C3H11NO4 in a non-equilibrium geometry, from OMol25.

Computed properties:
E_HOMO: -9.17 eV
Multiplicity: 1
LUMO level: 0.428 eV
Gap between HOMO and LUMO: 9.6 eV

Atoms and positions in Å:
H1 -2.613 0.472 0.474
C1 -1.613 0.060 0.655
O1 1.302 -1.765 1.329
H2 -0.524 1.614 1.430
H3 -0.999 2.643 -0.741
C2 -1.301 -0.869 -0.549
H4 -0.191 1.177 -1.449
O2 2.235 -0.483 -0.800
O3 -0.294 -1.697 -0.474
N1 -0.492 1.007 0.621
H5 2.118 -1.602 0.821
H6 2.483 0.046 -1.559
H7 -1.629 -0.396 1.652
H8 1.235 -0.997 1.896
H9 1.459 -0.975 -1.125
H10 0.348 -1.696 0.453
O4 -1.879 -0.644 -1.590
H11 0.667 2.287 -0.470
C3 -0.311 1.819 -0.575

(4)
The following is a quantum chemistry calculation of 3 unconnected molecules or ions with the total composition C3H11NO4 in a non-equilibrium geometry, from OMol25.

Computed properties:
E_HOMO: -9.68 eV
Multiplicity: 1
LUMO level: 0.677 eV
SMILES: CCNC(=O)O.O.O
Gap between HOMO and LUMO: 10.4 eV

Atoms and positions in Å:
O1 0.703 -0.224 0.249
C1 -0.766 0.587 2.562
H1 0.025 1.113 1.973
H2 -0.507 -1.489 2.174
N1 -1.548 -0.518 0.413
H3 1.727 0.114 -2.911
O2 2.520 0.497 -1.328
O3 -0.716 -0.017 -1.593
C2 -1.313 -0.708 1.938
C3 -0.408 -0.323 -0.381
H4 -2.249 -1.029 2.381
O4 1.082 0.033 -3.631
H5 -1.659 1.322 2.643
H6 1.407 -0.721 -4.084
H7 1.831 0.111 -0.856
H8 2.580 1.329 -0.820
H9 -2.420 -0.191 0.021
H10 0.158 -0.096 -2.298
H11 -0.448 0.210 3.548

(5)
The following is a quantum chemistry calculation of 3 unconnected molecules or ions with the total composition C3H11NO4 in a non-equilibrium geometry, from OMol25.

Computed properties:
E_HOMO: -9.39 eV
Multiplicity: 1
LUMO level: 0.318 eV
SMILES: NCCC(=O)O.O.O
Gap between HOMO and LUMO: 9.7 eV

Atoms and positions in Å:
H1 0.191 1.212 0.906
H2 -1.108 -0.697 -3.137
O1 1.231 2.357 5.018
H3 1.240 -1.972 -2.655
H4 1.809 0.249 -0.903
N1 1.591 0.104 -1.975
O2 -0.759 -0.162 -0.104
H5 0.168 2.732 0.748
H6 2.130 2.746 4.979
C1 0.804 -1.214 -2.062
H7 1.054 -1.676 -1.025
H8 1.191 1.650 4.337
H9 -0.865 -2.284 -2.625
O3 -2.241 -1.750 -0.400
H10 -2.501 -1.197 0.555
O4 0.639 1.928 1.135
C2 -0.724 -1.303 -2.198
C3 -1.155 -1.056 -0.796
H11 1.053 0.969 -2.221

(6)
The following is a quantum chemistry calculation of 3 unconnected molecules or ions with the total composition C3H11NO4 in a non-equilibrium geometry, from OMol25.

Computed properties:
E_HOMO: -9.76 eV
Multiplicity: 1
LUMO level: 0.582 eV
SMILES: CC(=O)NCO.O.O
Gap between HOMO and LUMO: 10.3 eV

Atoms and positions in Å:
H1 -0.623 2.046 1.148
C1 1.344 1.999 0.446
H2 1.294 3.010 0.927
N1 0.138 1.326 0.872
O1 -2.636 1.589 0.992
H3 0.763 1.633 -1.542
C2 0.007 -0.088 0.842
H4 1.737 -1.482 0.789
H5 0.573 -1.725 -0.350
H6 -0.607 -4.848 -2.047
H7 -1.138 -3.406 -1.772
O2 -0.515 -3.899 -2.220
C3 1.154 -0.915 0.095
H8 -3.061 1.282 0.152
H9 -2.749 0.782 1.533
O3 1.317 2.178 -0.998
H10 2.342 1.448 0.536
O4 -1.013 -0.550 1.268
H11 1.674 -0.379 -0.672

(7)
The following is a quantum chemistry calculation of a molecular structure, C3H11NO6P2 in a non-equilibrium geometry, from OMol25.

Computed properties:
E_HOMO: -17.78 eV
Multiplicity: 1
Charge: +2
LUMO level: -8.014 eV
Gap between HOMO and LUMO: 9.8 eV

Atoms and positions in Å:
C1 -1.986 -0.298 0.341
H1 -1.605 1.560 -1.573
H2 3.542 0.506 0.999
O1 -0.986 1.986 -0.982
H3 -2.660 0.503 0.620
O2 1.768 -1.487 1.711
H4 1.720 -1.236 2.602
P1 1.878 -0.730 0.394
H5 -0.364 -1.477 1.189
O3 0.675 2.593 0.730
O4 1.545 1.964 -1.641
H6 -3.169 -1.372 -1.135
P2 0.481 1.711 -0.516
H7 0.528 3.538 0.985
H8 2.832 -2.250 -0.907
H9 -0.956 0.115 2.142
C2 -2.232 -1.204 -0.588
O5 2.016 -1.778 -0.687
O6 3.082 0.294 0.195
H10 1.722 1.353 -2.446
N1 0.588 0.201 0.078
C3 -0.889 -0.462 1.191
H11 -1.418 -1.929 -0.783

(8)
The following is a quantum chemistry calculation of 2 unconnected molecules or ions with the total composition C3H11NOS in a non-equilibrium geometry, from OMol25.

Computed properties:
E_HOMO: -8.22 eV
Multiplicity: 1
LUMO level: 0.790 eV
SMILES: CSC.NCO
Gap between HOMO and LUMO: 9.0 eV

Atoms and positions in Å:
C1 -1.744 -0.206 -0.772
H1 0.819 -2.498 0.020
H2 -0.853 -2.183 0.900
H3 -0.294 3.107 1.445
H4 -1.482 0.012 0.269
H5 1.607 0.292 0.732
H6 1.461 1.542 2.564
H7 2.226 1.572 -0.215
N1 2.204 1.181 0.782
C2 1.509 2.087 1.668
H8 -1.399 0.710 -1.352
S1 -0.857 -1.511 -1.558
H9 -2.864 -0.467 -0.933
C3 -0.310 -2.492 -0.033
O1 0.138 2.252 1.194
H10 1.989 2.942 1.749
H11 -0.766 -3.463 -0.450

(9)
The following is a quantum chemistry calculation of 2 unconnected molecules or ions with the total composition C3H11NOS2 in a non-equilibrium geometry, from OMol25.

Computed properties:
E_HOMO: -8.70 eV
Multiplicity: 1
LUMO level: 0.612 eV
SMILES: NCCCSS.O
Gap between HOMO and LUMO: 9.3 eV

Atoms and positions in Å:
H1 -1.574 -0.371 -1.079
N1 2.266 -0.575 1.713
S1 -2.055 0.659 0.960
H2 2.280 -1.580 1.550
C1 0.960 0.027 1.388
H3 0.959 -0.901 -0.606
C2 -0.907 0.124 -0.381
S2 -3.290 1.963 -0.126
H4 0.804 -0.355 -3.916
H5 1.113 1.094 1.225
O1 0.456 -0.048 -3.071
H6 0.308 -0.045 2.263
H7 -0.090 -1.518 0.743
H8 1.157 0.445 -2.640
C3 0.243 -0.641 0.169
H9 2.347 -0.537 2.718
H10 -4.356 1.159 -0.124
H11 -0.623 1.099 -0.787

(10)
The following is a quantum chemistry calculation of 3 unconnected molecules or ions with the total composition C3H11NOS2 in a non-equilibrium geometry, from OMol25.

Computed properties:
E_HOMO: -8.90 eV
Multiplicity: 1
LUMO level: -3.567 eV
Gap between HOMO and LUMO: 5.3 eV

Atoms and positions in Å:
S1 -3.683 -0.937 -0.465
H1 1.394 1.471 1.047
C1 -2.232 0.124 -0.138
H2 -2.509 0.680 0.756
H3 1.007 -0.344 -0.443
H4 0.292 0.543 2.049
H5 -2.131 0.856 -0.941
H6 2.891 -0.514 -0.325
H7 -0.972 -1.340 -1.019
H8 -0.331 1.823 0.958
H9 3.648 -1.092 -1.542
C2 0.378 1.000 1.055
O1 2.865 -1.245 -0.985
H10 -4.502 -0.085 -1.088
H11 -1.095 -1.484 0.704
N1 0.196 0.070 -0.016
S2 3.266 1.345 0.735
C3 -0.980 -0.745 -0.109

Results for energy relative to the best compared isomer or geometry (same formula, charge and spin): 31.6, 183.1, 41.5, 35.7, 75.9, 55.2, 13.6, 42.9, 12.7, 99.2 (in kcal per mole, following the order of the records).